(1)
{"formula": "H3NO3", "method": "ωB97M-V/def2-TZVPD", "homo_lumo_gap_ev": [9.7, 9.5], "e_homo_ev": [-9.78, -9.55], "species": ["N", "O", "O", "O", "H", "H", "H"], "coordinates": [[1.2107, -0.0373, 0.1533], [-2.3942, -0.2237, -0.0723], [0.1086, -0.7402, 0.0200], [-1.1828, 0.4393, 0.1826], [1.3227, 0.4369, 1.0518], [1.2886, 0.4477, -0.6361], [-2.3814, -1.0586, 0.4742]], "atomic_forces_ev_per_a": [[-1.307, -2.812, 3.280], [0.771, -0.654, 0.181], [-0.908, 0.947, 0.715], [0.147, -1.689, 0.084], [-0.100, -0.154, -0.349], [1.203, 3.060, -3.650], [0.195, 1.302, -0.261]]}

=====

(2)
{"formula": "H3NO3S2", "method": "ωB97M-V/def2-TZVPD", "homo_lumo_gap_ev": [8.4, 8.4], "e_homo_ev": [-10.13, -10.13], "species": ["N", "O", "O", "O", "S", "S", "H", "H", "H"], "coordinates": [[1.7316, -0.3733, 0.3691], [-0.3683, 0.8566, -1.3153], [-0.3047, 1.9705, 0.9407], [-1.6644, -1.6348, -0.5699], [-1.7460, -0.6458, 0.8105], [-0.2486, 0.7647, 0.1458], [2.2337, -0.2044, 1.2007], [2.1104, 0.3215, -0.2330], [-1.7438, -1.0551, -1.3485]], "atomic_forces_ev_per_a": [[-3.641, 0.438, -1.645], [0.219, -0.482, 2.085], [-0.004, -1.120, -0.287], [0.012, 0.889, 1.346], [0.805, -0.199, -1.914], [2.024, -0.681, -0.551], [0.071, 0.538, 2.009], [0.646, 0.632, -1.193], [-0.132, -0.016, 0.150]]}

=====

(3)
{"formula": "H3NO3Si", "method": "ωB97M-V/def2-TZVPD", "homo_lumo_gap_ev": 10.5, "smiles": "O=NO[SiH]=O.[H][H]", "e_homo_ev": -11.15, "species": ["O", "N", "O", "Si", "O", "H", "H", "H"], "coordinates": [[-3.6272, 2.3748, -0.3343], [-3.2784, 1.3141, 0.1460], [-2.3473, 0.7380, -0.5504], [-1.2570, 1.0612, -1.7437], [-0.1373, 2.0164, -1.5687], [-1.8990, 0.0422, -2.6440], [1.0983, 3.3941, 1.1698], [0.7661, 3.6643, 0.6315]], "atomic_forces_ev_per_a": [[0.597, -1.994, 1.053], [-2.179, 3.406, 0.039], [1.284, -1.513, -0.288], [-2.076, -1.289, -0.229], [1.338, 0.830, -0.326], [1.031, 0.565, -0.260], [1.138, -0.893, 1.867], [-1.134, 0.888, -1.856]]}

=====

(4)
{"formula": "H3NOP", "method": "ωB97M-V/def2-TZVPD", "homo_lumo_gap_ev": [3.8, 6.9], "e_homo_ev": [1.07, -4.14], "total_charge": -1, "spin_multiplicity": 3, "species": ["N", "O", "P", "H", "H", "H"], "coordinates": [[-0.1541, -0.9049, -0.6916], [-0.3364, -0.1607, -2.0279], [-0.3398, 0.6634, -0.1895], [-1.0603, -1.5508, -0.5649], [1.0139, 1.2035, -0.2113], [0.1722, 0.4785, 1.3480]], "atomic_forces_ev_per_a": [[-0.995, -1.070, -3.503], [0.593, -1.879, 0.822], [1.030, 3.243, 4.774], [0.894, 0.086, 0.205], [-0.387, -0.526, -0.819], [-1.135, 0.145, -1.479]]}

=====

(5)
{"formula": "H3NOP2", "method": "ωB97M-V/def2-TZVPD", "homo_lumo_gap_ev": 8.5, "smiles": "O=N[PH]#[PH2]", "e_homo_ev": -8.89, "species": ["O", "N", "P", "P", "H", "H", "H"], "coordinates": [[2.2239, -0.4930, 0.3202], [1.2770, -0.3659, -0.4090], [0.2001, 1.1261, -0.1909], [-1.4871, -0.1578, 0.2181], [0.5571, 1.3974, 1.1290], [-1.9447, -0.1308, -1.1000], [-0.8262, -1.3759, 0.0326]], "atomic_forces_ev_per_a": [[-0.900, 0.314, -0.523], [1.004, -0.056, 0.328], [0.550, -0.136, -0.403], [-0.800, 0.135, 0.417], [0.123, 0.053, 0.460], [-0.213, -0.011, -0.323], [0.237, -0.299, 0.045]]}

=====

(6)
{"formula": "H3NOS", "method": "ωB97M-V/def2-TZVPD", "homo_lumo_gap_ev": 9.5, "smiles": "NSO", "e_homo_ev": -8.68, "species": ["N", "S", "O", "H", "H", "H"], "coordinates": [[0.2204, -0.0857, -0.7787], [0.4792, -1.0740, 0.5596], [-0.7053, -0.8775, 1.7287], [-0.7118, -0.2603, -1.2292], [0.2563, 1.0425, -0.6865], [-0.4954, -0.5353, 2.6425]], "atomic_forces_ev_per_a": [[-1.859, 3.098, 0.344], [0.349, 0.442, 0.068], [-0.578, 0.180, 0.740], [1.295, -0.069, 0.474], [0.292, -3.504, 0.160], [0.501, -0.148, -1.786]]}

=====

(7)
{"formula": "H3NOSSi", "method": "ωB97M-V/def2-TZVPD", "homo_lumo_gap_ev": [8.0, 7.0], "e_homo_ev": [-8.77, -8.76], "spin_multiplicity": 3, "species": ["N", "O", "Si", "S", "H", "H", "H"], "coordinates": [[0.7522, 2.0836, -0.5263], [-1.2180, 2.1941, 2.7501], [0.1824, 0.5808, -0.1949], [-0.4763, 3.1969, 1.7804], [-0.2696, -0.5019, -1.0847], [0.1439, -0.3751, 0.8868], [-0.5738, 1.0777, 3.0661]], "atomic_forces_ev_per_a": [[-0.251, -0.480, 0.055], [1.792, -4.770, 2.033], [0.159, -0.464, -0.777], [0.533, 0.223, -0.420], [-0.090, 0.565, -1.091], [0.230, 0.456, 1.671], [-2.373, 4.470, -1.473]]}

=====

(8)
{"formula": "H3O2PS", "method": "ωB97M-V/def2-TZVPD", "homo_lumo_gap_ev": 9.6, "smiles": "O=PO.S", "e_homo_ev": -9.82, "species": ["O", "P", "O", "H", "S", "H", "H"], "coordinates": [[0.9075, -0.1294, 1.4083], [2.0048, -0.3853, 0.4782], [1.3540, -0.6608, -0.9323], [0.4049, -0.6722, -1.1943], [-2.1426, 0.4255, -0.1004], [-1.5157, 1.5991, -0.0785], [-1.0128, -0.1769, 0.4189]], "atomic_forces_ev_per_a": [[-0.148, 0.193, 1.004], [-0.408, -0.005, -0.143], [-0.023, -0.390, -1.629], [0.647, 0.189, 0.674], [0.809, -0.650, 0.195], [0.025, 0.267, -0.019], [-0.903, 0.395, -0.082]]}

=====

Per-record max |F|, eV Å⁻¹: 4.91 4.02 4.04 5.86 1.09 3.63 5.49 1.68
Per-record ΔE to the lowest compared entry with this formula, charge and spin, kcal/mol: 103.34 51.93 42.39 27.74 0.00 4.65 75.32 19.66
Per-record calculated total energy, eV: -7673.935 -29348.230 -15555.292 -12868.274 -22160.478 -14420.278 -22291.637 -24268.526